[1]
{"formula": "CH10O3", "method": "ωB97M-V/def2-TZVPD", "energy_ha": -269.78566, "orbital_gap_ev": 12.18, "relative_energy_kj_mol": 78.63, "multiplicity": 1, "lumo_energy_ev": 0.88, "smiles": "C.O.O.O", "species": ["C", "H", "H", "H", "H", "H", "H", "O", "H", "H", "O", "H", "H", "O"], "xyz": [[3.097, -6.197, -0.140], [2.290, -5.455, -0.190], [3.460, -6.108, -1.186], [2.640, -7.155, 0.040], [3.966, -6.160, 0.491], [0.033, 4.485, 0.901], [-0.696, 5.744, 0.983], [-0.226, 5.216, 0.324], [-5.929, 2.596, -1.010], [-6.156, 4.048, -1.493], [-5.643, 3.254, -1.644], [1.770, 2.072, 1.284], [0.565, 1.683, 0.379], [0.829, 1.977, 1.263]], "atomic_forces_ev_per_a": [[-0.324, 0.003, -2.014], [0.543, 0.222, 1.187], [0.029, -0.681, 0.474], [-0.205, -0.474, -0.269], [-0.043, 0.931, 0.622], [0.256, -0.366, -0.445], [-0.106, 0.360, -0.417], [-0.117, -0.117, 0.875], [-0.166, 0.053, 0.155], [-0.172, 0.036, 0.173], [0.334, -0.093, -0.329], [0.810, -0.021, -0.250], [0.352, 0.127, 0.280], [-1.191, 0.021, -0.043]], "mulliken_charge": [-0.939, 0.237, 0.231, 0.234, 0.236, 0.330, 0.318, -0.642, 0.319, 0.319, -0.639, 0.321, 0.330, -0.658]}


[2]
{"formula": "C47H40F6N5O4SiZn", "method": "ωB97M-V/def2-TZVPD", "energy_ha": -5057.91415, "orbital_gap_ev": 6.34, "total_charge": -1, "multiplicity": 1, "lumo_energy_ev": 1.88, "species": ["Zn", "O", "C", "C", "O", "O", "C", "C", "C", "C", "C", "C", "C", "C", "C", "C", "C", "C", "H", "H", "H", "H", "H", "H", "H", "H", "H", "H", "H", "C", "C", "N", "C", "C", "N", "C", "N", "N", "N", "C", "C", "C", "C", "C", "C", "H", "H", "H", "H", "H", "H", "H", "H", "H", "H", "H", "C", "C", "O", "C", "F", "F", "F", "C", "F", "F", "F", "H", "H", "H", "C", "C", "C", "C", "C", "C", "Si", "C", "C", "C", "C", "C", "C", "C", "C", "C", "C", "C", "C", "H", "H", "H", "H", "H", "H", "H", "H", "H", "H", "H", "H", "H", "H", "H"], "xyz": [[-0.352, 1.086, 0.366], [2.108, 1.034, 2.103], [1.618, 0.521, 3.351], [0.010, 0.344, 3.279], [-0.615, 0.309, 4.326], [-0.483, 0.118, 2.102], [2.181, -0.908, 3.431], [2.216, -1.531, 4.704], [2.658, -2.854, 4.814], [3.191, -3.517, 3.726], [3.319, -2.839, 2.509], [2.795, -1.542, 2.363], [2.021, 1.387, 4.497], [1.199, 2.420, 5.016], [1.648, 3.310, 5.970], [3.007, 3.321, 6.352], [3.829, 2.315, 5.884], [3.347, 1.415, 4.928], [2.151, 2.025, 2.145], [1.728, -1.036, 5.522], [2.645, -3.382, 5.772], [3.431, -4.574, 3.767], [3.712, -3.364, 1.643], [2.839, -1.063, 1.417], [0.153, 2.415, 4.825], [0.957, 4.051, 6.326], [3.378, 4.221, 6.867], [4.891, 2.178, 6.253], [4.100, 0.717, 4.514], [-3.557, -0.339, 1.744], [-3.466, 0.347, 0.407], [-2.447, 1.049, -0.041], [-2.853, 1.642, -1.250], [-4.094, 1.205, -1.567], [-4.503, 0.345, -0.514], [-5.536, -0.654, -0.598], [-5.185, -2.076, -0.905], [-5.986, -3.018, -0.213], [-5.789, -4.189, -0.767], [-4.861, -4.124, -1.770], [-4.343, -5.088, -2.644], [-3.518, -4.591, -3.679], [-3.212, -3.270, -3.814], [-3.702, -2.291, -2.971], [-4.512, -2.729, -1.943], [-2.926, 0.258, 2.441], [-3.007, -1.277, 1.686], [-4.552, -0.458, 2.144], [-2.253, 2.404, -1.729], [-4.826, 1.476, -2.322], [-6.278, -0.265, -1.341], [-6.048, -0.734, 0.387], [-4.670, -6.163, -2.576], [-3.191, -5.342, -4.414], [-2.627, -2.982, -4.665], [-3.540, -1.196, -3.183], [-1.488, 4.710, 0.067], [-0.153, 4.005, -0.230], [-0.241, 2.703, -0.704], [0.590, 4.781, -1.309], [1.781, 4.261, -1.574], [-0.125, 4.711, -2.499], [0.778, 6.105, -1.049], [0.748, 3.983, 0.979], [1.978, 3.420, 0.740], [1.007, 5.188, 1.529], [0.175, 3.256, 1.968], [-2.063, 4.781, -0.865], [-1.358, 5.782, 0.430], [-2.072, 4.127, 0.797], [0.854, -4.743, -0.818], [1.870, -4.085, -1.470], [1.824, -2.730, -1.700], [0.777, -1.946, -1.152], [-0.215, -2.629, -0.466], [-0.180, -4.011, -0.269], [0.793, -0.037, -1.329], [2.643, 0.426, -1.735], [3.041, 0.169, -3.032], [4.434, 0.076, -3.347], [5.398, 0.380, -2.385], [4.986, 0.726, -1.141], [3.609, 0.784, -0.808], [-0.103, 0.349, -2.931], [-1.035, -0.473, -3.570], [-1.654, -0.093, -4.747], [-1.183, 1.050, -5.393], [-0.247, 1.867, -4.760], [0.220, 1.584, -3.500], [0.837, -5.813, -0.729], [2.756, -4.651, -1.802], [2.621, -2.250, -2.282], [-1.051, -2.034, -0.057], [-0.954, -4.464, 0.349], [2.328, -0.002, -3.879], [4.724, -0.216, -4.342], [6.453, 0.168, -2.614], [5.731, 0.975, -0.385], [3.328, 1.048, 0.185], [-1.285, -1.418, -3.112], [-2.490, -0.613, -5.162], [-1.569, 1.306, -6.348], [0.152, 2.701, -5.294], [0.831, 2.269, -2.927]], "atomic_forces_ev_per_a": [[0.175, -0.970, 0.259], [0.012, 1.493, 0.509], [-1.186, -1.088, -1.277], [0.434, -0.451, -0.910], [-0.015, -0.043, 0.167], [0.357, 0.729, 0.987], [0.621, 0.216, 1.724], [-0.521, -0.795, -1.363], [0.079, 0.429, 0.702], [0.038, 0.270, -1.092], [-0.750, 0.092, 0.295], [0.114, -0.893, 0.420], [0.685, 1.944, 0.471], [0.200, -1.306, 0.605], [1.316, 0.060, -0.544], [-0.836, 0.781, -0.090], [1.065, -0.264, 0.114], [0.804, -0.778, 0.050], [-0.123, -1.443, 0.052], [0.057, 0.143, 0.390], [-0.236, 0.302, -0.193], [0.244, 0.120, 0.195], [0.035, 0.169, 0.056], [0.025, 0.341, -0.665], [-0.557, 0.013, -0.510], [-0.068, 0.312, 0.200], [-0.029, -0.853, 0.302], [-1.304, 0.500, -0.647], [-0.773, 0.207, 0.234], [1.735, 0.740, -0.164], [-0.426, -0.445, -0.291], [-1.120, 0.555, -0.145], [-0.428, -0.312, 0.348], [-0.555, -0.545, 0.538], [1.273, -0.029, -0.247], [-1.179, 0.039, 0.179], [-0.482, -0.647, 0.081], [1.696, -0.838, -2.445], [-0.423, 1.070, 1.693], [0.277, 2.068, -0.443], [-0.232, -0.065, -0.484], [-1.099, -3.071, 0.875], [0.087, 1.311, -0.340], [0.016, 1.510, -0.446], [-0.990, -0.616, 1.510], [-0.549, -0.369, -0.344], [-0.279, -0.298, 0.095], [-0.305, -0.083, -0.163], [0.124, -0.424, 0.020], [0.460, -0.109, -0.003], [0.588, -0.502, 0.486], [0.310, -0.014, -0.754], [0.555, 1.325, -0.080], [0.120, 0.611, 0.323], [0.307, 0.220, -0.203], [-0.012, -1.393, 0.463], [-0.152, 1.047, 0.358], [-0.011, -0.767, -0.865], [-0.183, 2.050, 0.729], [-0.391, 0.431, -1.783], [0.204, 0.152, -0.206], [0.509, 0.314, 1.136], [-0.204, -0.486, -0.064], [1.070, 0.148, 1.229], [-1.027, 0.375, 0.279], [-0.108, -0.011, -0.222], [0.012, -0.103, -0.111], [0.179, -0.204, 0.205], [-0.026, -1.417, -0.260], [0.284, 0.218, -0.225], [-0.570, -0.079, 0.573], [1.192, -0.611, -0.797], [-0.146, 0.816, 0.380], [1.000, -0.121, -1.063], [-0.621, 0.364, 0.502], [-0.419, 0.590, -0.012], [0.407, -0.447, 0.490], [-1.443, -0.175, 0.079], [1.996, -0.508, -1.867], [-1.459, 0.574, 0.370], [0.295, -1.359, -1.569], [-0.909, 0.902, 1.767], [1.272, -0.430, -0.560], [0.088, -0.033, -0.155], [0.224, -0.003, 0.492], [0.623, 0.983, -0.156], [0.014, -0.334, 0.963], [-0.169, -0.027, -0.583], [-0.306, -0.603, 0.162], [0.268, -0.363, 0.176], [-0.562, 0.199, -0.060], [-0.288, -0.211, 0.393], [0.432, -0.375, 0.033], [0.086, -0.117, -0.321], [0.561, -0.018, 1.078], [0.099, -0.030, -0.232], [-0.437, 0.464, 0.140], [-0.236, -0.063, -0.038], [-0.164, 0.035, 0.581], [0.010, -0.118, 0.110], [-0.234, -0.573, -0.301], [-0.258, 0.298, -0.739], [-0.001, 0.687, -0.213], [0.172, 0.013, -0.322]], "mulliken_charge": [2.374, -0.917, 3.356, -0.511, -0.734, -0.481, -0.813, -0.681, -0.785, -0.526, -0.690, -0.085, -0.582, -0.236, -0.831, -0.373, -0.714, -0.126, 0.311, 0.466, 0.368, 0.368, 0.413, 0.456, 0.391, 0.417, 0.332, 0.294, 0.312, -1.206, 0.544, 0.096, -0.623, -1.321, 0.379, -1.122, 0.815, -0.686, -0.575, 0.159, -0.673, -0.738, -0.190, -0.068, 0.909, 0.141, 0.181, 0.555, 0.471, 0.351, 0.254, 0.404, 0.375, 0.347, 0.344, 0.171, -1.957, 1.324, 0.343, 0.224, -0.163, -0.295, -0.321, 0.178, -0.316, -0.333, -0.148, 0.482, 0.321, 0.310, -0.782, -0.663, -0.403, 0.322, 0.237, -0.782, 0.951, 0.762, -0.357, -0.702, -0.611, -0.841, 0.044, 0.005, -0.243, -0.115, -1.222, -0.929, -0.260, 0.392, 0.334, 0.160, -0.011, 0.477, 0.177, 0.407, 0.302, 0.393, 0.476, 0.220, 0.377, 0.392, 0.482, 0.295]}


[3]
{"formula": "C6H24N12O6", "method": "ωB97M-V/def2-TZVPD", "energy_ha": -1351.77851, "orbital_gap_ev": 9.33, "relative_energy_kj_mol": 97.31, "multiplicity": 1, "lumo_energy_ev": 0.21, "smiles": "NC(N)=O.NC(N)=O.NC(N)=O.NC(N)=O.NC(N)=O.NC(N)=O", "species": ["C", "O", "N", "N", "H", "H", "H", "H", "C", "O", "N", "N", "H", "H", "H", "H", "C", "O", "N", "N", "H", "H", "H", "H", "C", "O", "N", "N", "H", "H", "H", "H", "C", "O", "N", "N", "H", "H", "H", "H", "C", "O", "N", "N", "H", "H", "H", "H"], "xyz": [[3.883, 1.778, 3.385], [3.054, 1.657, 2.493], [3.631, 1.455, 4.696], [5.078, 2.403, 3.186], [4.288, 1.726, 5.400], [2.745, 1.032, 4.894], [5.294, 2.622, 2.229], [5.759, 2.598, 3.892], [-0.062, -0.059, -0.615], [-0.664, -1.134, -0.688], [0.070, 0.741, -1.691], [0.654, 0.281, 0.477], [-0.419, 0.384, -2.497], [0.461, 1.663, -1.734], [0.701, -0.359, 1.249], [1.017, 1.211, 0.586], [-2.418, -3.569, 1.097], [-3.112, -4.473, 1.546], [-1.439, -3.779, 0.185], [-2.622, -2.259, 1.383], [-1.114, -4.726, 0.243], [-0.966, -2.975, -0.201], [-2.073, -1.527, 0.958], [-3.288, -1.941, 2.061], [-2.087, 0.055, -4.676], [-0.986, 0.578, -4.663], [-2.474, -0.996, -3.899], [-2.995, 0.428, -5.642], [-3.395, -1.364, -4.037], [-1.774, -1.498, -3.382], [-2.625, 1.137, -6.249], [-3.895, 0.002, -5.742], [-1.266, 3.411, -2.398], [-0.478, 3.676, -3.287], [-1.130, 3.926, -1.138], [-2.376, 2.640, -2.585], [-0.364, 4.555, -0.990], [-1.834, 3.822, -0.433], [-2.588, 2.333, -3.515], [-2.926, 2.324, -1.809], [2.264, -2.383, 2.410], [3.233, -2.793, 1.817], [2.096, -1.102, 2.836], [1.209, -3.213, 2.757], [1.253, -0.819, 3.304], [2.816, -0.397, 2.826], [0.398, -2.894, 3.250], [1.469, -4.181, 2.712]], "atomic_forces_ev_per_a": [[-0.224, 1.270, 0.790], [0.147, -0.591, 0.021], [0.214, -0.115, -0.890], [0.028, -0.136, -0.603], [-0.200, -0.244, 0.322], [0.033, 0.067, 0.331], [0.078, 0.066, 0.058], [-0.010, -0.162, 0.083], [1.239, -0.186, -0.288], [-0.523, -0.109, 0.032], [-0.730, -0.432, -0.310], [-0.385, 0.480, 0.395], [0.089, 0.510, -0.401], [0.149, -0.051, 0.153], [0.104, 0.085, -0.065], [0.262, -0.114, 0.117], [-0.912, -0.209, -0.316], [0.279, 0.047, 0.490], [-0.273, -0.282, 0.245], [0.005, 1.428, 0.432], [0.445, 0.106, -0.616], [0.571, -0.297, -0.024], [0.205, -0.286, -0.241], [-0.263, -0.555, -0.008], [0.195, -0.803, -1.247], [0.072, -0.061, 0.736], [-0.064, 0.644, -0.015], [0.270, 0.293, 0.739], [0.086, -0.387, 0.237], [-0.113, -0.036, 0.246], [-0.442, 0.025, -0.251], [-0.048, 0.134, -0.268], [-0.326, 0.406, -0.466], [0.110, -0.111, 0.069], [0.202, -0.210, 0.364], [-0.112, 0.186, 0.172], [-0.034, 0.048, 0.024], [0.005, 0.076, 0.023], [0.142, -0.144, -0.014], [-0.083, -0.086, -0.105], [-0.594, -0.498, 0.653], [0.377, 0.033, -0.057], [-0.297, 0.841, 0.351], [0.782, 0.134, -0.547], [0.028, -0.208, 0.149], [0.039, -0.231, -0.624], [-0.014, -0.208, 0.141], [-0.509, -0.130, -0.014]], "mulliken_charge": [0.736, -0.656, -0.379, -0.422, 0.170, 0.221, 0.227, 0.159, 0.525, -0.714, -0.204, -0.154, 0.014, 0.177, 0.153, 0.146, 0.478, -0.682, -0.355, -0.299, 0.186, 0.421, 0.167, 0.165, 0.644, -0.609, -0.352, -0.424, 0.157, 0.200, 0.252, 0.153, 0.564, -0.632, -0.363, -0.351, 0.234, 0.159, 0.218, 0.167, 0.586, -0.648, -0.375, -0.368, 0.249, 0.078, 0.169, 0.212]}